(1)
Density functional theory data (wB97M-V/def2-TZVPD) for a cluster of 3 separate species, C5H15NO3 in total.

Geometry as ORCA input:
```
! wB97M-V def2-TZVPD RIJCOSX def2/J DEFGRID3
* xyz 0 1
C 1.43778 0.25757 2.07348
C 0.06008 0.47724 1.42257
N 0.18367 0.85494 0.02938
C 0.31350 -0.22438 -0.93425
C 1.01871 0.29360 -2.20097
C 2.05629 1.31772 -1.82779
O 2.04525 2.43242 -2.29841
H 1.33725 -0.26746 3.02964
H 2.10020 -0.33038 1.43890
H 1.88665 1.20800 2.36846
H -0.35874 1.33812 1.92811
H -0.59919 -0.36935 1.62420
H -0.34696 1.68080 -0.18736
H -0.64868 -0.66379 -1.19534
H 0.91852 -0.98084 -0.43480
H 1.41914 -0.54456 -2.77231
H 0.28836 0.78116 -2.83347
H 2.84543 1.05526 -1.09449
O -3.53892 -0.23079 -0.07173
H -2.93632 0.39381 -0.49075
H -3.59328 0.00231 0.86008
O -1.80200 -3.01158 0.83333
H -1.68084 -3.20953 -0.10548
H -2.40589 -2.26028 0.83901
*
```

Highest occupied orbital energy   -8.95 eV
F_max   1.0 eV/Å
Relative energy (zero: lowest compared OMol25 entry of this formula, charge and spin)   39.4 kcal/mol
SMILES string   CCNCCC=O.O.O
Electronic energy   -479.9488 hartree

Charges computed using natural (NBO), reported in e:
1 C -0.61
2 C -0.22
3 N -0.66
4 C -0.20
5 C -0.52
6 C 0.45
7 O -0.53
8 H 0.21
9 H 0.20
10 H 0.21
11 H 0.19
12 H 0.18
13 H 0.38
14 H 0.17
15 H 0.20
16 H 0.23
17 H 0.22
18 H 0.12
19 O -0.95
20 H 0.48
21 H 0.47
22 O -0.95
23 H 0.47
24 H 0.48



(2)
Density functional theory data (wB97M-V/def2-TZVPD) for an isolated molecule of C3H7NO2 at a distorted geometry.

Geometry as ORCA input:
```
! wB97M-V def2-TZVPD RIJCOSX def2/J DEFGRID3
* xyz 0 1
C -0.53078 -1.91335 0.86528
C 0.10525 -1.51852 -0.48723
N -0.26826 -0.14190 -0.90494
C 0.23363 0.95789 -0.20562
O 1.16881 1.62678 -0.54692
O -0.49168 1.28048 0.89830
H -1.61094 -1.99287 0.74914
H -0.14094 -2.88932 1.13217
H -0.25042 -1.16735 1.58856
H 1.18652 -1.48010 -0.37576
H -0.33215 -2.12215 -1.27666
H -1.23067 -0.04913 -1.18665
H -0.21167 2.17508 1.17464
*
```

Highest occupied orbital energy   -9.46 eV
F_max   2.0 eV/Å
Relative energy (zero: lowest compared OMol25 entry of this formula, charge and spin)   21.9 kcal/mol
SMILES string   CCNC(=O)O
Electronic energy   -323.7460 hartree

Charges computed using natural (NBO), reported in e:
1 C -0.62
2 C -0.20
3 N -0.71
4 C 0.89
5 O -0.57
6 O -0.70
7 H 0.20
8 H 0.21
9 H 0.22
10 H 0.20
11 H 0.20
12 H 0.39
13 H 0.50



(3)
Density functional theory data (wB97M-V/def2-TZVPD) for a cluster of 9 separate species, BH22NO7 in total at a distorted geometry.

Geometry as ORCA input:
```
! wB97M-V def2-TZVPD RIJCOSX def2/J DEFGRID3
* xyz 0 1
N 0.91894 2.10816 -3.35684
H 1.34794 1.51916 -3.79884
H 1.39094 2.34316 -2.69084
H 0.02094 1.71316 -3.02684
H 0.62194 2.94716 -3.93084
B -0.24206 -0.25684 0.36116
H 0.76294 0.12916 0.90616
H -1.21406 -0.13284 1.15916
H -0.52606 0.51416 -0.60684
H -0.06006 -1.20484 -0.08584
O 2.88194 -2.51384 -1.00884
H 2.01394 -2.13084 -0.90484
H 2.75594 -2.60284 -1.98584
O -1.13006 -3.77584 1.66816
H -0.87106 -3.06784 1.12016
H -1.36906 -3.14984 2.43016
O -3.96206 -2.01684 1.02916
H -3.67606 -2.37884 1.84616
H -3.09706 -1.59084 0.73416
O 2.12394 -0.10784 3.79316
H 2.95894 0.27416 4.06016
H 1.80994 -0.03684 2.88016
O -2.63806 -0.58384 -2.07684
H -2.15406 -0.62084 -1.21784
H -3.39606 0.12316 -1.97084
O -0.64806 3.12116 1.82116
H -0.54206 2.21516 1.42216
H -1.30306 3.52616 1.37716
O 2.63894 1.89416 -0.22884
H 2.12794 1.12516 0.13416
H 2.45394 2.61816 0.14816
*
```

Highest occupied orbital energy   -9.56 eV
F_max   15.8 eV/Å
Relative energy (zero: lowest compared OMol25 entry of this formula, charge and spin)   43.1 kcal/mol
Electronic energy   -619.2072 hartree

Charges computed using natural (NBO), reported in e:
1 N -0.74
2 H 0.40
3 H 0.42
4 H 0.47
5 H 0.44
6 B -0.72
7 H -0.08
8 H -0.03
9 H -0.10
10 H -0.05
11 O -0.92
12 H 0.47
13 H 0.45
14 O -0.92
15 H 0.47
16 H 0.46
17 O -0.93
18 H 0.46
19 H 0.47
20 O -0.98
21 H 0.48
22 H 0.50
23 O -0.97
24 H 0.50
25 H 0.47
26 O -0.95
27 H 0.50
28 H 0.45
29 O -0.97
30 H 0.51
31 H 0.45



(4)
Density functional theory data (wB97M-V/def2-TZVPD) for a cluster of 3 separate species, C6H12O3 in total at a distorted geometry.

Geometry as ORCA input:
```
! wB97M-V def2-TZVPD RIJCOSX def2/J DEFGRID3
* xyz 0 1
C -2.24442 -1.15753 -0.19394
C 0.04646 -0.16026 0.42924
C -0.20013 -0.31999 -0.90240
C 2.85768 1.42730 -0.86746
C -0.29789 1.05555 1.21624
C 2.28209 0.08496 -0.44600
O -2.89668 -0.53056 0.86541
O -2.05298 -2.51835 0.01304
O 2.94605 -0.89942 -0.28876
H -3.77700 -0.92939 0.98997
H -1.60791 -2.63284 0.86386
H -2.75350 -1.02968 -1.15114
H 0.31274 -1.04560 1.00076
H 0.08325 -1.23824 -1.39900
H -0.47903 0.53467 -1.50704
H 3.95272 1.39740 -0.90423
H 2.52883 2.19499 -0.16401
H 2.46038 1.68624 -1.85187
H 0.54341 1.35488 1.84723
H -0.56602 1.89307 0.57019
H -1.13806 0.83278 1.87992
*
```

Highest occupied orbital energy (spin up / spin down)   -6.59 / -6.50 eV
F_max   1.9 eV/Å
Relative energy (zero: lowest compared OMol25 entry of this formula, charge and spin)   146.2 kcal/mol
Electronic energy   -461.3330 hartree

Charges computed using natural (NBO), reported in e:
1 C 0.34
2 C -0.10
3 C -0.35
4 C -0.76
5 C -0.67
6 C 0.53
7 O -0.77
8 O -0.73
9 O -0.55
10 H 0.47
11 H 0.47
12 H 0.12
13 H 0.20
14 H 0.22
15 H 0.20
16 H 0.23
17 H 0.23
18 H 0.24
19 H 0.22
20 H 0.21
21 H 0.25



(5)
Density functional theory data (wB97M-V/def2-TZVPD) for an isolated molecule of C4H3NO2S at a distorted geometry.

Geometry as ORCA input:
```
! wB97M-V def2-TZVPD RIJCOSX def2/J DEFGRID3
* xyz 0 1
C 2.32210 1.00019 0.52379
C 1.03415 0.46073 0.44848
N 0.46456 -0.64551 1.18594
C -0.69907 -1.17247 0.59720
O -1.22953 -2.20865 0.95040
S -1.16312 -0.20004 -0.88845
C 0.14573 0.98255 -0.62897
O 0.24694 1.98387 -1.32732
H 2.56408 1.89131 -0.05837
H 3.12813 0.93387 1.23490
H 0.70901 -0.93375 2.10939
*
```

Highest occupied orbital energy   -9.82 eV
F_max   3.7 eV/Å
Relative energy (zero: lowest compared OMol25 entry of this formula, charge and spin)   16.3 kcal/mol
SMILES string   C=C1NC(=O)SC1=O
Electronic energy   -757.6369 hartree

Charges computed using natural (NBO), reported in e:
1 C -0.35
2 C 0.03
3 N -0.63
4 C 0.55
5 O -0.56
6 S 0.22
7 C 0.37
8 O -0.51
9 H 0.23
10 H 0.22
11 H 0.43



(6)
Density functional theory data (wB97M-V/def2-TZVPD) for a cluster of 12 separate species, C44H64F6N2O18P in total at a distorted geometry.

Geometry as ORCA input:
```
! wB97M-V def2-TZVPD RIJCOSX def2/J DEFGRID3
* xyz -1 1
P -0.76171 -0.66670 -0.19380
F -1.82314 -0.73529 -1.38483
F -1.78161 0.24772 0.72095
F -1.57335 -1.95525 0.40725
F 0.32123 -0.77683 1.04882
F 0.17455 -1.74579 -1.02270
F 0.10166 0.58941 -0.90421
O 2.24424 -7.88927 -5.83735
C 2.88623 -7.12983 -6.58466
O 4.11893 -7.41010 -6.81937
C 4.71960 -6.44912 -7.63531
C 3.64100 -5.71767 -8.35778
C 2.49669 -5.86949 -7.35356
H 5.30892 -7.05240 -8.32586
H 5.29700 -5.71787 -7.06963
H 3.43717 -6.27466 -9.27229
H 3.84754 -4.67864 -8.61440
H 1.50760 -5.99947 -7.79277
H 2.34554 -5.02905 -6.67614
O -10.69259 -1.02806 4.12546
C -9.87617 -0.34870 3.51427
O -8.91866 0.32502 4.16313
C -7.84025 0.79426 3.32273
C -8.23894 0.22441 1.92797
C -9.76621 -0.11569 2.03750
H -6.86003 0.53939 3.72560
H -7.92838 1.88069 3.32480
H -7.65498 -0.66738 1.70039
H -7.98077 0.92278 1.13190
H -9.98623 -0.95476 1.37746
H -10.40695 0.76052 1.93845
O 8.26792 -0.70636 -4.35193
C 8.15570 -0.38645 -3.11626
O 6.94163 0.04367 -2.65337
C 6.87618 0.36933 -1.29233
C 8.22040 -0.12131 -0.79430
C 9.14862 -0.54393 -1.98413
H 6.06538 -0.15183 -0.78333
H 6.77711 1.45367 -1.24231
H 8.14689 -0.94678 -0.08627
H 8.67210 0.71553 -0.26160
H 9.46759 -1.58572 -1.95196
H 10.04972 0.06927 -1.99435
O 4.13463 -4.73081 3.88366
C 3.40447 -5.43747 3.14352
O 2.31145 -6.10354 3.57650
C 1.76676 -6.96879 2.63724
C 2.68895 -6.92610 1.40387
C 3.64610 -5.77011 1.65949
H 0.77861 -6.52898 2.50225
H 1.59054 -7.93683 3.10622
H 2.11512 -6.84189 0.48098
H 3.11730 -7.91118 1.21882
H 3.39049 -4.86652 1.10607
H 4.69994 -5.96199 1.45776
O -4.24900 -5.07885 -5.53934
C -5.05672 -5.40165 -4.66329
O -6.40687 -5.23434 -4.74247
C -7.11822 -5.63380 -3.55458
C -6.00328 -5.81669 -2.49364
C -4.69680 -5.91957 -3.32637
H -7.60099 -6.60498 -3.66345
H -7.80437 -4.88181 -3.16494
H -6.14554 -6.70315 -1.87554
H -5.90412 -4.89842 -1.91480
H -4.26891 -6.92201 -3.33760
H -4.03646 -5.21071 -2.82679
O 0.71786 3.31847 -8.91218
C 1.64358 2.56682 -8.79186
O 2.37578 2.31027 -9.93338
C 3.36176 1.30744 -9.70496
C 3.52342 1.33202 -8.18050
C 2.17024 1.67609 -7.66965
H 4.28591 1.59045 -10.20890
H 2.82315 0.43993 -10.08631
H 4.30482 2.05518 -7.94693
H 3.70995 0.32253 -7.81412
H 2.07387 2.22124 -6.73071
H 1.51535 0.80482 -7.65948
O -2.53276 -2.02963 9.18672
C -3.03345 -2.93901 8.50638
O -4.33358 -3.19485 8.55876
C -4.60931 -4.30296 7.78374
C -3.58179 -4.26152 6.64439
C -2.39644 -3.64979 7.31290
H -5.57446 -4.23735 7.28146
H -4.67451 -5.17356 8.43636
H -3.99477 -3.64684 5.84456
H -3.33001 -5.24623 6.25064
H -1.90425 -2.91243 6.67875
H -1.64877 -4.34296 7.69841
O -0.42170 7.30310 6.93718
C -1.06780 6.33773 6.52826
O -1.93350 6.34374 5.46599
C -2.33107 4.99245 5.13454
C -1.43131 4.07775 5.87598
C -0.94314 4.91507 7.06746
H -2.22569 4.75612 4.07570
H -3.33042 4.89393 5.55845
H -0.64103 3.73969 5.20570
H -1.91704 3.14579 6.16516
H 0.04079 4.52116 7.32209
H -1.60590 4.73071 7.91295
O 4.51354 9.82573 0.46855
C 3.60959 9.00488 0.47478
O 3.78536 7.75138 -0.06516
C 2.60262 6.93650 0.04677
C 1.52538 7.96450 0.25647
C 2.17192 9.10839 0.96225
H 2.66569 6.11609 0.76164
H 2.35768 6.46322 -0.90408
H 0.71768 7.63189 0.90846
H 0.95651 8.17985 -0.64803
H 2.14410 8.99359 2.04583
H 1.64748 10.03521 0.72970
N -4.19009 5.26262 -2.55675
C -4.84219 6.47754 -2.21152
C -4.99934 7.28313 -3.36627
C -4.24310 6.62016 -4.33986
C -3.68052 5.44616 -3.81986
H -3.92421 4.51560 -1.93116
H -5.18498 6.71940 -1.21634
H -5.31888 8.30616 -3.49936
H -4.18866 6.97114 -5.35979
H -3.10637 4.64699 -4.26493
N 4.84094 1.80385 6.25857
C 5.24416 2.55823 7.33288
C 5.32628 3.92684 6.97809
C 5.03084 3.98574 5.58526
C 4.72765 2.70935 5.15189
H 4.74722 0.80089 6.18513
H 5.38581 2.06176 8.28148
H 5.58318 4.78163 7.58616
H 5.07708 4.91904 5.04376
H 4.43389 2.43655 4.14905
*
```

Highest occupied orbital energy   -6.64 eV
F_max   5.6 eV/Å
Electronic energy   -4119.6098 hartree

Atom charges from the Mulliken analysis, given in e for atoms 1 to 99:
1 P 1.19
2 F -0.34
3 F -0.36
4 F -0.38
5 F -0.36
6 F -0.37
7 F -0.37
8 O -0.65
9 C 0.55
10 O -0.31
11 C -0.44
12 C -0.41
13 C -0.40
14 H 0.31
15 H 0.27
16 H 0.23
17 H 0.30
18 H 0.28
19 H 0.26
20 O -0.60
21 C 0.48
22 O -0.35
23 C -0.36
24 C -0.55
25 C -0.28
26 H 0.29
27 H 0.24
28 H 0.29
29 H 0.32
30 H 0.27
31 H 0.24
32 O -0.63
33 C 0.52
34 O -0.33
35 C -0.31
36 C -0.46
37 C -0.32
38 H 0.25
39 H 0.25
40 H 0.29
41 H 0.28
42 H 0.22
43 H 0.25
44 O -0.63
45 C 0.51
46 O -0.35
47 C -0.34
48 C -0.48
49 C -0.32
50 H 0.25
51 H 0.27
52 H 0.30
53 H 0.27
54 H 0.25
55 H 0.27
56 O -0.59
57 C 0.50
58 O -0.35
59 C -0.34
60 C -0.59
61 C -0.27
62 H 0.25
63 H 0.30
64 H 0.32
65 H 0.26
66 H 0.28
67 H 0.21
68 O -0.57
69 C 0.48
70 O -0.35
71 C -0.37
72 C -0.44
73 C -0.39
74 H 0.27
75 H 0.28
76 H 0.29
77 H 0.26
78 H 0.30
79 H 0.24
80 O -0.62
81 C 0.54
82 O -0.33
83 C -0.43
84 C -0.43
85 C -0.37
86 H 0.29
87 H 0.27
88 H 0.26
89 H 0.29
90 H 0.25
91 H 0.27
92 O -0.59
93 C 0.54
94 O -0.36
95 C -0.38
96 C -0.58
97 C -0.37
98 H 0.32
99 H 0.27